Entry 1:
{
  "formula": "C3H8NO3",
  "method": "ωB97M-V with the def2-TZVPD basis set",
  "elements": ["C", "C", "C", "N", "O", "O", "O", "H", "H", "H", "H", "H", "H", "H", "H"],
  "coordinates": [[1.06632, -1.57655, 1.22241], [0.58030, -0.23251, 0.90463], [-0.85181, 0.99909, -0.88467], [-2.04662, 0.57505, -0.50340], [2.05639, -0.61463, 0.76098], [-0.18763, 0.47354, -1.88660], [-0.46998, 2.15570, -0.43690], [1.26979, -1.89303, 2.24286], [0.89876, -2.40558, 0.54216], [0.52617, 0.40681, 1.79132], [-2.51034, 1.07997, 0.23899], [2.28774, -0.76927, -0.17336], [-2.42754, -0.32253, -0.75539], [-0.57572, -0.32720, -2.26996], [0.38415, 2.45111, -0.79309]],
  "mulliken_charge": [-0.215, -0.281, 0.714, -0.353, -0.264, -0.424, -0.416, 0.229, 0.205, 0.214, 0.260, 0.392, 0.214, 0.347, 0.379],
  "total_energy_ev": -10862.730,
  "lumo_ev": -3.35,
  "molar_mass_g_mol": 106.101,
  "orbital_gap_ev": 8.805,
  "charge": 1
}

---

Entry 2:
{
  "formula": "C3H7N3O",
  "method": "ωB97M-V with the def2-TZVPD basis set",
  "elements": ["C", "C", "C", "N", "N", "N", "O", "H", "H", "H", "H", "H", "H", "H"],
  "coordinates": [[-1.37803, -1.23815, 1.90591], [0.17765, 1.18239, -0.85504], [1.47656, -0.76549, -0.18706], [-2.36405, -1.89805, 1.73422], [-0.34223, -0.67272, 2.00939], [1.35760, 0.48181, -0.61291], [2.52583, -1.04635, 0.40808], [-0.43630, 1.29638, 0.08386], [0.44341, 2.10873, -1.32013], [-0.40833, 0.59023, -1.61355], [0.53151, -1.38543, -0.11406], [0.41088, -0.84089, 2.66024], [2.23994, 1.03473, -0.43961], [-3.35080, -1.81435, 1.81989]],
  "mulliken_charge": [0.427, -0.756, 0.136, -0.437, -0.453, -0.150, -0.642, 0.234, 0.333, 0.263, 0.283, 0.238, 0.258, 0.267],
  "smiles": "CNC=O.N=C=N",
  "total_energy_ev": -9740.997,
  "lumo_ev": 0.82,
  "molar_mass_g_mol": 101.109,
  "orbital_gap_ev": 10.013
}

---

Entry 3:
{
  "formula": "C5H8O",
  "method": "ωB97M-V with the def2-TZVPD basis set",
  "elements": ["C", "C", "C", "C", "O", "C", "H", "H", "H", "H", "H", "H", "H", "H"],
  "coordinates": [[0.06400, -1.63169, 0.31512], [0.11128, -0.40242, -0.55754], [-0.92485, 0.77014, -0.68432], [0.05197, 1.68546, 0.07269], [0.15614, 1.06096, 1.34171], [0.98654, 0.51483, 0.31388], [1.10705, -1.54986, 0.90818], [0.07664, -2.59464, -0.19364], [-0.71737, -1.56352, 1.07676], [0.55616, -0.60411, -1.54310], [-1.86232, 0.60913, -0.14131], [-1.14401, 1.06205, -1.71511], [0.13191, 2.77291, 0.00889], [1.81098, -0.19373, 0.80608]],
  "mulliken_charge": [-1.054, 0.285, -0.849, -0.028, -0.415, -0.354, 0.130, 0.350, 0.296, 0.333, 0.251, 0.305, 0.425, 0.325],
  "smiles": "C[C@H]1C[C@H]2O[C@@H]12",
  "total_energy_ev": -7358.249,
  "lumo_ev": 1.14,
  "molar_mass_g_mol": 84.118,
  "orbital_gap_ev": 10.333
}

---

Entry 4:
{
  "formula": "C32H44BaBrN3P2",
  "method": "ωB97M-V with the def2-TZVPD basis set",
  "elements": ["C", "C", "C", "C", "N", "C", "C", "C", "C", "C", "C", "C", "C", "C", "Ba", "P", "H", "H", "H", "H", "H", "H", "H", "H", "C", "C", "H", "H", "H", "H", "H", "C", "C", "H", "H", "H", "H", "H", "C", "C", "H", "H", "H", "H", "H", "Br", "P", "C", "C", "H", "H", "H", "H", "H", "C", "C", "H", "H", "H", "H", "H", "C", "C", "H", "H", "H", "H", "H", "N", "C", "N", "C", "C", "C", "C", "C", "C", "H", "H", "H", "H", "H", "H"],
  "coordinates": [[1.92445, 4.10498, -1.01839], [0.96554, 3.71027, -1.97749], [1.40218, 3.44360, -3.28910], [2.77642, 3.44926, -3.53219], [3.68487, 3.69481, -2.59307], [3.27441, 4.09116, -1.39253], [-0.42119, 3.53821, -1.60719], [-1.53820, 3.34964, -1.11338], [-2.66282, 2.97944, -0.27673], [-2.73663, 1.63625, 0.15330], [-3.47613, 1.29009, 1.30450], [-4.17702, 2.31115, 1.92966], [-4.41907, 3.53125, 1.30885], [-3.64095, 3.87221, 0.20761], [-0.82921, 1.33035, 2.26451], [2.27452, -0.32477, -0.16065], [0.72677, 3.11920, -4.07430], [1.66625, 4.31162, 0.01892], [3.15747, 3.19756, -4.51352], [4.04202, 4.38695, -0.67879], [-3.76966, 4.83874, -0.26906], [-2.19142, 0.81787, -0.35280], [-5.16745, 4.20030, 1.71160], [-3.33138, 0.29573, 1.77195], [2.91898, -2.07716, 0.00478], [4.03909, -2.56945, -0.91560], [2.02601, -2.70369, -0.16257], [3.21369, -2.20655, 1.05692], [4.23605, -3.63169, -0.70017], [3.77965, -2.52170, -1.98419], [4.98982, -2.03722, -0.75721], [2.49434, -0.07262, -2.00724], [3.85307, 0.34679, -2.55496], [1.74975, 0.70289, -2.24046], [2.14760, -0.99485, -2.50327], [3.77246, 0.42171, -3.65047], [4.15615, 1.34747, -2.21472], [4.65403, -0.37685, -2.33844], [3.57019, 0.74199, 0.62561], [5.04136, 0.32992, 0.64907], [3.21524, 0.83777, 1.66444], [3.45317, 1.73673, 0.17731], [5.59628, 1.06369, 1.25478], [5.19815, -0.64738, 1.12624], [5.50485, 0.33177, -0.34776], [-4.72598, 1.98732, 3.74950], [-1.16553, -1.48329, -1.37784], [-0.21812, -2.47519, -2.61335], [-0.83960, -3.76539, -3.14113], [0.72542, -2.70444, -2.08739], [0.03515, -1.79603, -3.44125], [-0.09681, -4.26022, -3.78359], [-1.08820, -4.47451, -2.33840], [-1.73142, -3.57181, -3.75595], [-2.26359, -2.69469, -0.46590], [-3.67444, -2.96083, -1.00510], [-2.34616, -2.27826, 0.55524], [-1.70881, -3.64618, -0.38131], [-4.20782, -3.62255, -0.30415], [-4.28928, -2.05175, -1.09026], [-3.66419, -3.46858, -1.98256], [-2.31050, -0.36407, -2.34022], [-2.73624, -0.72246, -3.75822], [-1.75913, 0.58917, -2.36364], [-3.20440, -0.18691, -1.72142], [-3.31197, 0.12630, -4.15632], [-1.89801, -0.87720, -4.45178], [-3.39705, -1.60112, -3.77443], [-0.41965, -2.59391, 4.52709], [-0.44865, -2.24373, 3.22523], [-1.12487, -1.09355, 3.05373], [-1.58931, -0.71503, 4.34192], [-1.97307, 0.57619, 4.73905], [-1.76166, 0.94334, 6.06184], [-1.36842, -0.00787, 7.00250], [-1.05421, -1.32731, 6.62376], [-1.11283, -1.63367, 5.27686], [0.03720, -3.41966, 4.90524], [0.11874, -2.77870, 2.47499], [-2.50855, 1.26384, 4.05261], [-1.94966, 1.97389, 6.35148], [-1.32012, 0.27436, 8.05455], [-0.79197, -2.11296, 7.33480]],
  "mulliken_charge": [-0.173, 0.930, -0.449, -0.481, -0.527, -0.583, -0.168, -0.623, -0.030, -1.630, -1.468, 0.488, -0.628, -0.667, 1.662, 0.710, 0.493, 0.505, 0.430, 0.413, 0.575, 1.590, 0.473, 1.396, -0.765, -1.377, 0.325, 0.598, 0.446, 0.259, 0.258, 0.020, -1.467, 0.083, 0.174, 0.392, 0.225, 0.300, -0.105, -1.343, 0.451, 0.001, 0.433, 0.294, 0.221, -0.032, 1.053, -0.171, -1.352, 0.143, 0.473, 0.446, 0.267, 0.253, -0.471, -1.361, 0.064, 0.443, 0.435, 0.243, 0.256, -0.342, -1.496, 0.172, 0.296, 0.449, 0.303, 0.243, -0.014, -0.548, -0.322, 1.689, 0.513, -1.308, -0.538, -0.773, 0.031, 0.243, 0.540, -0.778, 0.469, 0.410, 0.411],
  "total_energy_ev": -127666.810,
  "lumo_ev": -5.87,
  "molar_mass_g_mol": 749.905,
  "orbital_gap_ev": 6.497,
  "charge": 2
}